The following is a DFT calculation (ωB97M-V/def2-TZVPD) of a structure of composition C26H30N9O5S3V in a non-equilibrium geometry.

Cartesian coordinates (Å):
C (0.1577, -2.0227, 1.9127)
O (-1.4132, 1.9181, -3.4106)
C (1.1473, 1.3226, 2.4515)
C (5.1508, -3.3526, -3.9902)
H (5.1674, -1.5037, -5.0923)
H (4.0414, -0.2136, -3.2969)
H (-2.1190, -2.8991, 4.2892)
V (-0.0524, 0.2990, -0.2630)
H (-3.6618, 3.2767, 2.2538)
C (4.1535, -3.2566, -1.7969)
N (1.5832, 0.7643, 1.2134)
H (1.1331, -1.5557, 1.8851)
C (-1.3983, -1.5867, -2.5961)
O (3.5504, 0.3949, -0.9130)
N (-0.7906, -1.2028, 1.1550)
C (-4.4180, -0.7999, 0.7479)
C (-3.9723, -2.4674, 2.4905)
H (3.8645, -3.7310, -0.8671)
O (3.4502, -1.6050, 0.5315)
H (-0.3778, -1.2560, 3.8376)
H (-1.5471, -3.9460, 2.9938)
N (-0.4895, -1.1629, -1.7357)
H (-0.2675, 2.9642, 5.6557)
H (-2.3844, -1.1455, -2.5189)
H (-5.8288, -1.3885, 2.2586)
C (1.3695, 1.9265, 4.7669)
N (5.8215, -4.0646, -4.9674)
C (-1.6548, -2.9010, 3.3030)
N (-2.9756, -0.8488, 0.5412)
C (-4.7575, -1.2120, 2.1626)
H (-1.8125, -2.8743, -4.2698)
C (-1.0814, -2.5191, -3.5593)
O (-1.6432, 1.0065, -1.1670)
C (4.8786, -1.9917, -4.1671)
H (0.2828, -2.9960, 1.4237)
H (1.9716, 1.9396, 5.6670)
N (-0.8781, 1.6781, 1.2806)
N (1.5088, -1.0157, -0.8644)
C (0.1299, 2.4934, 4.7640)
C (-0.6647, 2.4620, 3.5921)
H (-4.1706, -2.7915, 3.5112)
C (-2.0595, -1.4264, 1.3674)
O (-1.6939, 3.4140, -1.4846)
H (-2.5990, -0.2168, -0.1551)
H (1.9526, 1.4922, 0.5991)
N (1.1742, -2.5158, -2.7393)
C (-2.0880, 2.1897, 1.2677)
C (-0.3011, -2.2275, 3.3387)
C (-0.1579, 1.8437, 2.4392)
H (-2.6444, 2.0866, 0.3519)
H (5.7636, -5.0665, -4.9358)
C (-2.6653, 2.8705, 2.3625)
S (-1.1356, 2.1958, -2.0275)
H (5.8449, -3.6732, -5.8920)
H (0.5719, -3.6719, -4.3167)
H (2.8900, 0.9174, 3.5839)
C (1.8912, 1.3402, 3.5917)
C (3.8932, -1.9073, -1.9930)
H (-4.9163, -1.4720, 0.0457)
H (0.4086, -2.8435, 3.8932)
N (-2.5456, -2.1909, 2.3901)
C (4.2542, -1.2683, -3.1710)
H (-4.2674, -3.2866, 1.8228)
H (-2.3908, 3.5073, 4.3797)
H (2.3423, 0.1055, 1.3592)
C (0.2400, -2.9464, -3.5782)
S (3.1401, -0.9787, -0.7382)
H (-4.4716, -0.4239, 2.8645)
S (0.8495, 2.0333, -1.6437)
C (0.7735, -1.6210, -1.8329)
C (4.7812, -3.9756, -2.7907)
C (-1.9696, 2.9982, 3.5195)
H (-4.7674, 0.2098, 0.5334)
H (4.9968, -5.0295, -2.6473)

## Properties
- ΔE to the lowest compared entry with this formula, charge and spin: 0.000 eV
- Highest occupied orbital energy (spin up / spin down): -0.277 / -0.292 hartree
- Spin multiplicity: 3
- Largest force on an atom: 1.072 eV/A


The following is a DFT calculation (ωB97M-V/def2-TZVPD) of the ion C18H12N7O6 with charge -1 in a non-equilibrium geometry.

Cartesian coordinates (Å):
N (0.1840, 0.0504, 4.3114)
H (0.1578, -1.5877, -0.7771)
H (-1.8791, -1.8141, 4.6295)
H (0.9680, -1.7906, 0.8421)
C (-0.4475, -0.7649, 3.4085)
H (-0.1942, 2.1572, -0.7573)
O (-4.6961, 3.4200, -1.1801)
C (2.7060, -0.4318, -0.4168)
C (-1.4058, -1.7716, 3.6364)
C (-3.3673, 0.1483, -1.4789)
C (-1.0936, 1.5926, -0.8578)
N (1.2022, 0.3121, 2.3328)
C (-1.1252, -2.3367, 1.2586)
H (2.9217, 2.6016, -2.7805)
C (-0.0557, -1.2823, 1.0032)
C (4.0103, 1.3333, -1.4069)
H (-2.1454, -3.6152, 2.7667)
H (2.7687, -1.4132, 0.0744)
C (2.8617, 1.7800, -2.0544)
N (-4.6672, 2.1946, -1.4146)
C (1.6417, 1.1352, -1.8168)
C (0.1927, -0.5133, -0.3615)
N (5.1833, 2.1503, -1.3890)
C (-2.2631, 2.2618, -1.1493)
C (3.9305, 0.1875, -0.6106)
C (1.4950, 0.1034, -0.8345)
C (-2.1713, -0.5038, -1.1975)
O (-1.5047, -4.6310, 1.0290)
H (0.8035, 1.4440, -2.4411)
H (-4.2711, -0.3942, -1.7633)
N (1.1587, 0.6673, 3.6404)
O (-5.6972, 1.4970, -1.4759)
N (0.1401, -0.5512, 2.1723)
O (6.1198, 1.7653, -0.6580)
C (-1.0579, 0.2096, -0.7488)
H (4.8598, -0.1890, -0.1864)
C (-3.4030, 1.5512, -1.4560)
H (-2.2769, 3.3380, -1.1867)
C (-1.6627, -2.6290, 2.5584)
N (-0.8687, -3.6337, 0.5745)
O (5.2191, 3.2316, -2.0112)
O (-0.1446, -3.6822, -0.4499)
H (-2.1265, -1.5967, -1.3775)

## Properties
- Net charge: -1
- Structure (SMILES): O=[N+]([O-])c1ccc(C(c2ccc([N+](=O)[O-])cc2)[C@@H]2C(=[N+]([O-])[O-])C=Cc3nnnn32)cc1
- Highest occupied orbital energy: -0.168 hartree
- Largest force on an atom: 4.432 eV/A


The following is a DFT calculation (ωB97M-V/def2-TZVPD) of a cluster of 4 separate species, C62H70NO8PS in total in a non-equilibrium geometry.

Cartesian coordinates (Å):
C (1.7637, 3.8424, -7.8688)
H (-1.4898, -1.1586, -3.9274)
C (0.0470, 5.3219, -6.2697)
H (-0.6900, -3.7023, 3.1664)
H (-1.6647, 4.0066, -2.3111)
O (-0.4963, -6.8913, -1.5724)
H (-3.3087, 6.2940, 2.0956)
H (-3.7936, 7.3635, 0.7831)
C (9.5464, -9.9626, 7.0530)
C (6.5958, -6.7231, 2.2512)
C (-4.1738, 5.2384, 0.4282)
C (3.3117, -1.0634, -7.8875)
H (-2.8133, -2.7927, -0.4445)
C (9.8426, -9.5621, 4.7002)
C (0.7858, -7.4194, 0.3369)
H (2.2928, -7.6015, 3.3605)
C (-0.7480, -5.3837, 0.2293)
C (2.8800, 1.6219, -8.4456)
C (1.5852, 5.1983, -8.1128)
C (-0.1846, -6.5916, -0.4404)
H (-7.3866, 6.3473, 4.0007)
H (-8.7190, 4.0758, 2.4830)
C (-0.4149, -5.0634, 1.5483)
H (-2.0227, 0.1260, -2.8156)
H (-1.9352, 6.9682, -2.8882)
H (2.1213, 5.6544, -8.9333)
H (-2.2448, -2.2393, 1.8922)
C (-5.4049, 6.7440, 2.0783)
H (4.2449, 1.3680, -10.0633)
H (-2.1011, 7.0534, -0.3378)
H (-0.4113, 1.2982, 1.5882)
C (-8.0753, 5.9924, 3.2271)
C (-0.9604, -3.9335, 2.1454)
H (-1.8545, -4.8231, -1.5056)
C (-7.5464, 3.6818, 4.2167)
H (0.5905, -1.0492, 0.3606)
C (0.7305, 5.9362, -7.3131)
O (0.8369, -5.6225, 3.4726)
C (8.7042, -8.7654, 4.6943)
S (-3.0133, 2.5141, 1.0531)
C (-7.8276, 4.5050, 2.9592)
H (-5.5023, 6.0406, 2.9139)
C (-3.8422, 7.2632, -2.3068)
C (10.2608, -10.1601, 5.8763)
H (-8.4723, 3.4923, 4.7793)
O (3.2425, 3.5940, -9.6911)
H (1.0101, 1.6310, -1.0524)
H (3.7741, -5.2399, 3.3929)
H (-7.0035, 4.3651, 2.2470)
H (-6.6928, 5.8157, 0.5854)
H (-0.9219, 6.0644, -1.1781)
H (2.0930, -0.4342, -0.3232)
C (2.2793, -9.2990, 0.4258)
O (6.1332, -7.5540, 6.9266)
H (-4.7698, 5.4396, -0.4718)
C (4.6948, -5.8097, 3.4078)
H (-6.2775, 5.1627, 6.8500)
C (2.6808, 3.0674, -8.7563)
H (-0.6273, 5.8993, -5.6531)
H (7.1803, -6.8675, 1.3532)
C (2.4421, -0.3300, -7.0990)
H (-4.0461, 2.0618, 0.3295)
C (7.0322, -7.3080, 3.4342)
C (-1.0937, 4.6857, 0.9513)
H (-3.8544, 7.9365, -3.1663)
H (-1.3240, 4.2846, 1.9420)
N (-2.6104, 6.4855, -2.3202)
H (-4.7344, 6.6297, -2.3778)
H (11.1462, -10.7820, 5.8790)
C (-1.8281, -3.1250, 1.4308)
H (1.0566, -2.2131, -1.6946)
H (5.0873, -5.5271, 1.3166)
H (1.3046, 0.9389, 1.6117)
H (-3.4317, 3.8686, -2.2526)
H (7.8405, -9.0055, 7.9560)
H (-0.5890, 0.9779, -0.6967)
H (-5.3314, 7.7454, 2.5272)
H (1.9227, -0.7826, -6.2655)
H (-0.4016, 0.1973, -3.5333)
C (6.7475, -7.7354, 5.8985)
H (-0.3042, 3.4786, -5.2132)
C (1.1269, -7.0904, 1.6493)
C (3.9619, -0.4593, -8.9580)
C (7.9838, -8.5721, 5.8738)
H (-6.5828, 7.5610, 0.4868)
C (8.4110, -9.1710, 7.0526)
H (9.8775, -10.4286, 7.9716)
H (4.5671, -6.2680, 5.5078)
C (0.8953, 2.9933, 1.2389)
C (-2.0011, 6.1952, -1.0183)
H (-2.4187, 2.5883, -1.5179)
H (-6.9303, 3.5065, 6.9288)
H (0.9187, 4.8655, 0.2359)
H (1.0811, -8.7696, -1.2855)
C (-6.9800, 4.4630, 6.3907)
H (1.2389, -0.7177, -2.6188)
H (-9.0865, 6.1084, 3.6428)
O (0.6775, 1.2381, -5.6086)
C (2.2215, 1.0137, -7.3758)
C (1.0015, -0.4476, -0.4621)
C (-1.6180, -4.5670, -0.4824)
C (0.2227, 3.9726, -6.0182)
H (4.6379, -1.0361, -9.5750)
H (-7.1308, 2.7054, 3.9346)
C (1.0855, 3.2283, -6.8144)
C (0.1978, 4.0485, 0.3622)
H (-8.0964, 7.9195, 2.2710)
H (1.9770, 3.0931, 1.0741)
O (-6.6045, 4.3388, 5.0448)
C (2.0399, -7.8716, 2.3448)
C (-2.1556, -3.4412, 0.1175)
C (5.4304, -5.9765, 2.2393)
H (2.7306, -10.1595, -0.0504)
C (0.5337, 1.5095, 1.0759)
H (-3.9389, 7.8777, -1.3997)
H (10.3860, -9.6995, 3.7757)
C (1.2718, 1.7774, -6.5176)
C (3.7476, 0.8795, -9.2370)
O (8.9242, -8.2676, 2.3978)
H (0.0234, 3.6630, -0.6475)
C (5.1268, -6.3856, 4.5901)
C (8.2803, -8.1248, 3.4144)
C (6.2975, -7.1346, 4.6088)
H (-7.9974, 4.8668, 6.4870)
C (-4.0846, 6.4709, 1.3404)
H (-8.8063, 6.6377, 1.3026)
P (-2.5634, 4.5611, -0.1390)
C (0.7053, -1.1766, -1.7735)
O (-0.6819, -1.2275, -2.0405)
H (-0.9290, 5.7625, 1.0728)
H (3.3453, -9.5655, 2.2718)
C (-2.5064, 3.6562, -1.7099)
H (-4.6744, 4.4426, 0.9862)
C (-6.6551, 6.7236, 1.1968)
C (1.3611, -8.5294, -0.2692)
H (0.7301, 3.2790, 2.2875)
H (3.4845, -2.1089, -7.6696)
C (0.4549, 0.9775, -0.3620)
C (0.5358, -5.9015, 2.3308)
C (-1.1635, -0.4774, -3.1304)
C (-7.9707, 6.8705, 1.9771)
C (2.6226, -8.9677, 1.7319)
H (0.5923, 6.9922, -7.5037)

## Properties
- ΔE to the lowest compared entry with this formula, charge and spin: 0.164 eV
- Structure (SMILES): CNCP(C)(S)(CCCCCCCCOC)CCCCCCCOC.O=C1c2ccccc2C(=O)c2ccccc21.O=C1c2ccccc2C(=O)c2ccccc21.O=C1c2ccccc2C(=O)c2ccccc21
- Highest occupied orbital energy: -0.286 hartree
- Largest force on an atom: 1.151 eV/A